Record 1
{"formula": "C6H14NO3S", "method": "wB97M-V/def2-TZVPD", "e_homo_ha": -0.466, "lumo_energy_ev": -6.2, "relative_energy_ev": 5.4718, "total_charge": 1, "species": ["C", "C", "C", "C", "C", "C", "N", "O", "O", "O", "S", "H", "H", "H", "H", "H", "H", "H", "H", "H", "H", "H", "H", "H", "H"], "positions_angstrom": [[1.757, 1.617, 2.386], [-1.034, -0.134, -3.799], [0.351, 1.146, 2.839], [-0.979, -1.369, -2.945], [-0.086, -0.246, 2.422], [-1.953, -1.718, -2.069], [2.554, -0.664, 0.488], [3.293, -0.581, -0.369], [-1.127, 0.603, 0.273], [0.974, -0.506, -0.090], [-0.281, -0.739, 0.646], [2.258, 2.171, 3.092], [2.339, 0.735, 2.246], [1.610, 2.114, 1.414], [-0.107, 0.236, -4.301], [-1.705, -0.276, -4.557], [-1.315, 0.771, -3.200], [0.388, 1.218, 4.037], [-0.338, 1.922, 2.619], [-0.144, -1.951, -3.030], [-1.079, 0.740, -0.674], [-1.131, -0.421, 2.805], [0.474, -0.943, 2.978], [-2.022, -2.638, -1.592], [-2.695, -1.089, -1.619]], "lowdin_charge": [-0.081, -0.093, -0.260, -0.199, -0.288, -0.018, 0.191, 0.270, -0.228, -0.430, 1.059, 0.054, 0.031, 0.093, 0.091, 0.044, 0.083, 0.172, 0.089, 0.063, 0.061, 0.124, 0.084, 0.032, 0.057]}

Record 2
{"formula": "C16H27BrClF2N2O9P2", "method": "wB97M-V/def2-TZVPD", "smiles": "CC(C)[C@H](C)CO[C@]1(P(=O)(O)O)[C@H](CCCC(=O)O)[C@@H](Br)[C@@H](N(C(=O)F)C(=O)F)[N@@H+]1P(O)Cl", "e_homo_ha": -0.457, "lumo_energy_ev": -4.2, "total_charge": 1, "species": ["C", "C", "C", "C", "C", "C", "O", "C", "P", "O", "O", "O", "C", "C", "C", "C", "C", "O", "O", "C", "Br", "C", "N", "C", "O", "F", "C", "O", "F", "N", "P", "O", "Cl", "H", "H", "H", "H", "H", "H", "H", "H", "H", "H", "H", "H", "H", "H", "H", "H", "H", "H", "H", "H", "H", "H", "H", "H", "H", "H", "H"], "positions_angstrom": [[0.299, 3.119, 1.308], [-1.254, 2.821, 1.736], [-1.380, 1.895, 3.056], [-2.141, 2.331, 0.491], [-3.724, 2.497, 0.877], [-1.953, 0.786, 0.082], [-0.613, 0.253, 0.286], [-0.190, -0.671, -0.732], [-1.211, -2.235, -0.459], [-0.495, -3.398, -1.204], [-1.167, -2.705, 1.206], [-2.863, -2.133, -0.837], [1.330, -1.039, -0.203], [1.608, -1.157, 1.371], [2.445, -2.540, 1.637], [1.607, -3.641, 2.473], [1.110, -4.885, 1.569], [1.886, -5.428, 0.732], [-0.205, -5.474, 1.689], [2.243, 0.141, -0.923], [3.631, -0.966, -1.839], [1.162, 0.944, -1.863], [1.666, 1.725, -3.035], [3.022, 2.324, -2.755], [3.930, 2.322, -3.603], [3.324, 2.974, -1.500], [0.804, 2.950, -3.213], [0.096, 3.156, -4.224], [0.784, 4.015, -2.230], [0.180, -0.197, -2.110], [-1.039, -0.054, -3.424], [-1.843, -1.581, -3.619], [-0.042, 0.123, -5.313], [0.907, 2.161, 1.478], [0.651, 3.959, 2.013], [0.367, 3.493, 0.214], [-1.671, 3.862, 2.039], [-2.105, 1.013, 2.929], [-1.829, 2.545, 3.905], [-0.326, 1.599, 3.387], [-1.930, 2.948, -0.470], [-3.903, 2.398, 2.001], [-4.169, 3.453, 0.418], [-4.281, 1.605, 0.383], [-2.662, 0.166, 0.766], [-2.362, 0.674, -0.983], [-1.352, -1.870, 1.720], [-3.092, -1.338, -1.369], [1.630, -1.988, -0.792], [2.352, -0.314, 1.660], [0.686, -1.105, 2.043], [2.783, -3.052, 0.669], [3.412, -2.350, 2.246], [2.325, -4.102, 3.256], [0.717, -3.226, 3.057], [-0.139, -6.401, 2.016], [2.624, 0.908, -0.142], [0.843, 1.776, -1.137], [0.807, -0.959, -2.491], [-1.290, -2.127, -4.238]], "lowdin_charge": [-0.074, -0.347, -0.074, -0.284, -0.061, -0.180, -0.145, -0.416, 0.744, -0.300, -0.134, -0.146, -0.264, -0.112, -0.150, -0.092, -0.366, 0.047, 0.006, -0.493, 0.820, -0.247, 0.086, -0.326, 0.179, 0.058, -0.306, 0.125, 0.053, -0.174, 0.747, -0.322, 0.308, 0.063, 0.098, 0.065, 0.142, 0.077, 0.096, 0.080, 0.144, 0.090, 0.097, 0.085, 0.133, 0.103, 0.086, 0.059, 0.084, 0.126, 0.106, 0.106, 0.127, 0.137, 0.110, 0.124, 0.128, 0.154, 0.145, 0.074]}

For the records above, the corresponding HOMO-LUMO gap values read 6.46 8.23 eV.
For the records above, the corresponding max |F| values read 0.0928 0.1320 Eh/bohr.